No. 1
Molecular formula: C6H10O2
Method: DFT, wB97M-V/def2-TZVPD

Values from the calculation:
Energy relative to the best compared isomer or geometry (same formula, charge and spin) ... 990.9 kJ/mol
SMILES string ... CCC1[C@@H]2OCO[C@@H]12
Highest occupied orbital energy ... -9.45 eV

Positions of all 18 atoms, in Å:
C 0.124247 -2.038891 1.371633
C -0.889303 -1.244041 0.545820
C -0.645110 0.423275 0.874491
C -0.415864 1.364602 -0.194862
C 0.782848 1.704020 -1.888291
C 0.711987 0.508223 -0.088589
H -0.172128 -3.135506 1.881988
H 1.187400 -2.160659 1.110455
H 0.149076 -1.619802 2.238263
H -2.112505 -1.761965 0.618500
H -0.929172 -1.244310 -0.674036
H -0.937301 0.807824 1.845930
H 0.154179 2.232671 0.242863
H 0.941827 2.613684 -2.017533
H 0.846295 0.911703 -2.759925
H 0.393505 -0.476305 -0.766111
O -0.742516 1.760371 -1.558567
O 1.552536 1.355105 -0.782028

Atoms 1-3, force components in eV/Å:
-0.709 -5.350 -2.645
-4.170 0.453 -2.290
-0.521 -3.383 -0.511

---

No. 2
Molecular formula: C6H10O2S2
Method: DFT, wB97M-V/def2-TZVPD

Values from the calculation:
Energy relative to the best compared isomer or geometry (same formula, charge and spin) ... 536.3 kJ/mol
Highest occupied orbital energy ... -9.00 eV

Positions of all 20 atoms, in Å:
C -1.377348 1.661645 0.505425
C 2.415372 -0.167638 -0.920871
C 0.239569 0.117681 1.586220
C -0.566366 -0.680166 -1.322460
C 0.025418 1.121675 0.455263
C 0.154247 0.557255 -0.932229
O 4.680800 0.511476 0.260908
O 2.927279 2.243967 -0.025159
S -1.803536 3.167722 0.125677
S 3.301047 0.855605 0.011827
H -2.139565 0.942965 0.801756
H 2.478430 -1.211348 -0.656705
H 0.194318 0.629853 2.544561
H 1.215337 -0.354070 1.495897
H -0.523158 -0.657944 1.581073
H -0.478621 -1.460807 -0.572064
H -1.628210 -0.454739 -1.456023
H -0.189725 -1.054664 -2.270032
H 0.729555 1.954706 0.547480
H 0.289471 1.297281 -1.708122

Atoms 1-3, force components in eV/Å:
-0.236 0.638 -0.069
-2.703 1.887 1.191
-0.026 0.074 -0.087

---

No. 3
Molecular formula: C6H10O3
Method: DFT, wB97M-V/def2-TZVPD

Values from the calculation:
Energy relative to the best compared isomer or geometry (same formula, charge and spin) ... 473.2 kJ/mol
SMILES string ... CC1=CO[C@@H](C)OCO1
Highest occupied orbital energy ... -8.43 eV

Positions of all 19 atoms, in Å:
C -1.438749 2.211353 -1.528095
C -0.998813 0.834898 -0.922081
C 0.676497 -1.002070 -1.323561
C 0.626063 -0.834590 1.160785
C 0.936825 -1.563698 2.445317
C -0.158628 0.309656 1.336734
H -2.320331 2.493238 -0.915983
H -0.542411 2.817752 -0.900077
H -1.503473 2.215003 -2.736662
H -1.759023 0.074613 -1.097390
H 1.531089 -1.341929 -2.016823
H -0.301235 -1.669051 -1.764838
H 0.394649 -1.051343 3.367137
H 2.103511 -1.791300 2.712911
H 0.440853 -2.638577 2.516223
H -0.191618 0.568147 2.534952
O 0.383858 0.418224 -1.461129
O 1.070388 -1.498736 -0.119004
O -0.918143 1.154281 0.490877

Atoms 1-3, force components in eV/Å:
3.041 -0.156 1.109
1.725 0.653 -0.411
-2.144 -1.156 -3.384

---

No. 4
Molecular formula: C6H10O3P
Method: DFT, wB97M-V/def2-TZVPD

Values from the calculation:
Energy relative to the best compared isomer or geometry (same formula, charge and spin) ... 621.5 kJ/mol
Total charge ... -1
Highest occupied orbital energy (spin up / spin down) ... -4.17 / -4.08 eV

Positions of all 20 atoms, in Å:
C -0.661999 -0.954306 -2.717857
C 1.160465 0.133758 -0.788550
C 1.571362 0.372736 0.422713
C 3.059950 0.997979 0.745160
C 0.938627 0.334974 1.771285
C -2.993814 -1.174650 0.797830
O 3.975873 0.460843 0.138888
O 3.197780 1.640151 1.778024
O -1.086854 1.475173 -1.516170
P -0.688241 -0.185122 -1.151240
H -1.218880 -0.469712 -3.591590
H -0.207292 -1.931199 -2.684506
H 1.725280 0.306599 -1.646933
H 1.600364 0.900964 2.364948
H -0.110548 0.695902 1.861843
H 0.941920 -0.670183 2.233208
H -3.708336 -1.765349 0.403258
H -2.587098 -1.641742 1.692298
H -3.129049 -0.158538 0.730016
H -1.779508 1.631723 -0.842625

Atoms 1-3, force components in eV/Å:
-0.865 1.565 -0.491
-3.081 -0.906 -0.062
1.954 1.920 2.160

---

No. 5
Molecular formula: C6H10O4
Method: DFT, wB97M-V/def2-TZVPD

Values from the calculation:
Energy relative to the best compared isomer or geometry (same formula, charge and spin) ... 245.8 kJ/mol
SMILES string ... O[C@@H]1[C@@H](O)[C@@H](O)C=C[C@H]1O
Highest occupied orbital energy ... -9.59 eV

Positions of all 20 atoms, in Å:
C -1.106469 -1.075215 -0.357471
C -1.599296 0.403816 -0.647133
C -0.790262 1.453889 -0.330940
C 0.586961 1.274375 0.262358
C 1.098978 -0.102368 0.532147
C -0.104193 -1.019749 0.769328
H -0.816380 -1.561856 -2.324356
H -1.920150 -1.789177 -0.008356
H -2.703471 0.551596 -0.871659
H -1.104384 2.430446 -0.586405
H 0.311487 1.682805 1.277275
H 2.250992 1.467843 -0.848273
H 1.817260 -0.059908 1.456993
H 1.361968 -0.753153 -1.337524
H 0.279680 -1.993082 0.897924
H 0.067148 -0.240578 2.573878
O -0.426556 -1.717460 -1.475190
O 1.578938 2.037844 -0.321342
O 1.891222 -0.495569 -0.526057
O -0.673473 -0.494500 1.864802

Atoms 1-3, force components in eV/Å:
-1.162 0.803 -0.617
-0.241 -0.320 0.916
-0.479 -3.306 -1.844

---

No. 6
Molecular formula: C6H10O6Sn
Method: DFT, wB97M-V/def2-TZVPD

Values from the calculation:
Total charge ... +2
Highest occupied orbital energy ... -16.14 eV

Positions of all 23 atoms, in Å:
O -2.888597 1.564205 -0.073487
C -2.074375 0.949719 -0.807811
O -0.902662 1.445945 -1.123772
C 0.096768 1.513971 -0.058290
C 1.468708 1.326816 -0.663139
C 1.848514 -0.088085 -1.110586
C 1.392767 -1.227800 -0.225350
O 1.882679 -1.015361 1.105700
C 1.537986 -1.906546 2.017555
O 0.921168 -2.925728 1.818412
O 1.919153 -1.463160 3.209270
H -0.153562 0.745775 0.681623
H -0.005010 2.509103 0.387498
H 2.166107 1.676420 0.111563
H 1.576621 2.008591 -1.518736
H 2.940432 -0.134088 -1.223748
H 1.437901 -0.291990 -2.109225
H 1.788813 -2.179669 -0.601174
H 0.298097 -1.312262 -0.187946
H 1.643239 -2.091654 3.888263
Sn -1.520401 0.311167 -3.348136
O -2.729791 0.716617 -1.919434
H -3.719891 1.380158 -1.088433

Atoms 1-3, force components in eV/Å:
-1.517 -1.707 0.432
-2.100 7.004 -1.377
0.881 -2.906 0.337

---

No. 7
Molecular formula: C6H10OS
Method: DFT, wB97M-V/def2-TZVPD

Values from the calculation:
Energy relative to the best compared isomer or geometry (same formula, charge and spin) ... 457.5 kJ/mol
SMILES string ... C[C@@H]1CSC[C@H]2O[C@@H]12
Highest occupied orbital energy ... -8.64 eV

Positions of all 18 atoms, in Å:
C 0.159361 2.063467 -0.242681
C -0.043726 0.858539 0.758680
C 1.311171 0.027964 0.704221
C 0.299572 -1.801459 -0.753725
C -1.144645 -1.133537 -0.602972
C -1.302701 0.026318 0.270505
H 0.850628 1.649113 -1.003340
H -0.871827 2.387155 -0.736029
H 0.574913 3.158028 0.319146
H -0.399723 0.836975 1.781178
H 1.263110 -0.858965 1.325158
H 1.985639 0.766726 1.079733
H 0.396065 -2.752192 -1.650750
H 0.564528 -2.536824 0.167941
H -1.862586 -1.431946 -1.295636
H -2.261967 0.627626 -0.029912
O -1.169235 -1.309297 0.851510
S 1.651424 -0.577691 -0.943026

Atoms 1-3, force components in eV/Å:
-1.353 3.022 2.054
-1.096 -1.369 -2.410
-2.049 0.704 0.233

---

No. 8
Molecular formula: C6H10OS
Method: DFT, wB97M-V/def2-TZVPD

Values from the calculation:
Energy relative to the best compared isomer or geometry (same formula, charge and spin) ... 91.5 kJ/mol
Highest occupied orbital energy ... -9.20 eV

Positions of all 18 atoms, in Å:
C -0.504282 -0.290224 -0.615094
C 0.283172 -1.592908 -0.305468
C 1.561624 -0.976739 0.280135
C 1.808795 0.220147 -0.685318
C 0.507861 0.732998 -0.062089
C 0.977894 0.064301 1.253628
H -2.690196 0.638605 -0.695272
H -0.636722 -0.157071 -1.701434
H -0.222512 -2.247521 0.431187
H 0.469578 -2.229853 -1.202526
H 2.329569 -1.691546 0.549544
H 1.852958 0.012419 -1.739087
H 2.669811 0.815156 -0.357781
H -0.602314 2.177472 0.370452
H 1.737646 0.675193 1.719059
H 0.217725 -0.239519 1.992025
O 0.178499 2.076538 -0.171855
S -2.147745 -0.206943 0.175869

Atoms 1-3, force components in eV/Å:
-0.028 -0.087 -0.459
-0.208 -0.827 -0.121
-0.360 0.046 -0.310

---

No. 9
Molecular formula: C6H10OS
Method: DFT, wB97M-V/def2-TZVPD

Values from the calculation:
Energy relative to the best compared isomer or geometry (same formula, charge and spin) ... 60.2 kJ/mol
Highest occupied orbital energy ... -8.64 eV

Positions of all 18 atoms, in Å:
C 1.700878 1.267529 -0.000615
C 0.703894 0.162443 -0.032997
C -0.048155 -0.172817 1.259931
C -1.044233 -1.262731 0.766836
C -0.664935 -1.340161 -0.704165
C -0.457084 0.141314 -1.071732
H 2.485855 1.068745 0.712767
H 2.193189 1.410262 -0.972873
H 1.202960 2.215298 0.307932
H -0.581286 0.709012 1.634275
H 0.643896 -0.553415 2.027117
H -2.096636 -0.940697 0.897648
H -0.901532 -2.208119 1.275923
H -1.218043 -2.003789 -1.350942
H -0.094688 0.264892 -2.097738
H -1.427294 1.809957 -1.166172
O -1.573621 0.944975 -0.798449
S 1.176834 -1.512692 -0.686753

Atoms 1-3, force components in eV/Å:
-0.028 0.781 -0.276
-0.444 -0.148 -0.290
0.074 -0.216 0.245

---

No. 10
Molecular formula: C6H10OSi
Method: DFT, wB97M-V/def2-TZVPD

Values from the calculation:
Energy relative to the best compared isomer or geometry (same formula, charge and spin) ... 499.9 kJ/mol
Highest occupied orbital energy (spin up / spin down) ... -8.66 / -7.27 eV

Positions of all 18 atoms, in Å:
C 3.312999 -1.063402 0.159068
C 1.974022 -1.201599 0.635500
C 3.345823 0.118424 -0.542266
C 1.344466 -0.000775 0.377954
C -2.488045 -1.633976 -0.578661
C -0.653184 2.426057 -0.066948
O 2.218867 0.842251 -0.364876
Si -0.333823 0.643571 0.772645
H 4.099786 -1.699825 0.196065
H 1.686309 -2.116976 1.151873
H 4.120473 0.703762 -1.154850
H -1.782441 -2.431726 -0.167226
H -3.118797 -1.251176 0.146856
H -2.865613 -1.816331 -1.529885
H -1.771804 2.466036 -0.074204
H -0.144704 3.045654 0.662787
H -0.237619 2.291481 -1.108378
H -0.353976 0.802881 2.166146

Atoms 1-3, force components in eV/Å:
-1.926 2.667 -1.785
0.839 0.781 0.238
1.476 1.258 -0.063

---

No. 11
Molecular formula: C6H11AgN2O
Method: DFT, wB97M-V/def2-TZVPD

Values from the calculation:
Highest occupied orbital energy ... -7.55 eV

Positions of all 21 atoms, in Å:
Ag -0.103078 -0.380423 -2.390216
C 0.597790 1.132812 3.069601
C 0.272928 0.127994 2.018001
C -0.152584 -1.180401 2.114610
C -0.309573 -1.632877 0.791103
N 0.009693 -0.664107 -0.052204
N 0.357211 0.390224 0.700249
C -0.761992 -2.967451 0.300764
H 0.471437 0.692102 4.054672
H -0.058783 2.000361 2.990327
H 1.628400 1.477250 2.975148
H -0.336655 -1.742130 3.015014
H 0.609719 1.250304 0.240265
H -0.959041 -3.628628 1.141459
H -0.002372 -3.423862 -0.334885
H -1.674619 -2.866788 -0.288240
C 0.081673 2.290091 -4.102540
O 0.101059 1.618165 -2.883928
H 1.092859 2.406350 -4.525682
H -0.331533 3.300866 -3.960594
H -0.532538 1.800155 -4.872921

Atoms 1-3, force components in eV/Å:
0.091 0.300 0.514
0.012 0.054 -0.154
-0.022 -0.114 0.041

---

No. 12
Molecular formula: C6H11BrClP
Method: DFT, wB97M-V/def2-TZVPD

Values from the calculation:
Spin multiplicity ... 3
<S²> ... 2.005
Highest occupied orbital energy (spin up / spin down) ... -4.79 / -10.29 eV

Positions of all 20 atoms, in Å:
C 1.867425 0.330222 -0.217871
C 1.378760 -1.018243 0.317175
C 0.970898 1.456326 0.225428
C -0.020127 -1.234158 -0.168077
C -0.487800 1.187678 -0.105433
C -1.027788 -0.178981 0.228432
P -2.616044 -0.546265 -0.672030
Cl -3.369336 -2.108448 0.293367
Br -3.792370 1.084928 0.144014
H 2.912644 0.399439 0.011930
H 1.790896 0.219380 -1.271194
H 1.770321 -1.780850 -0.245608
H 1.433974 -1.087687 1.401563
H 1.109649 1.619107 1.307997
H 1.337006 2.347099 -0.253499
H 0.085078 -1.317003 -1.244177
H -0.456860 -2.175996 0.182732
H -0.922927 2.120560 0.066949
H -0.616941 1.220638 -1.305964
H -1.346462 -0.537738 1.304258

Atoms 1-3, force components in eV/Å:
-0.276 -1.381 0.769
-1.395 1.953 0.750
0.915 -0.760 0.695